{
  "formula": "C16H25N3O",
  "method": "the ωB97M-V functional and the def2-TZVPD basis",
  "species": ["N", "H", "C", "C", "C", "H", "H", "H", "C", "H", "H", "H", "H", "C", "C", "C", "H", "C", "H", "H", "H", "C", "H", "C", "H", "H", "C", "C", "H", "H", "H", "C", "N", "O", "H", "H", "H", "H", "H", "H", "C", "C", "N", "H", "C"],
  "xyz": [[-2.819, -0.472, -1.084], [3.391, 3.519, -2.408], [1.090, -1.365, 2.459], [2.905, -2.121, 4.884], [2.671, 2.977, -2.164], [1.229, -0.121, 4.320], [-2.518, -2.218, 0.933], [-0.842, -2.678, 0.742], [0.595, -0.409, 1.490], [3.419, -1.376, 5.113], [-1.469, 0.385, 1.139], [-2.409, -2.567, -2.713], [3.674, 1.165, -2.020], [-2.164, -2.653, -1.488], [0.511, 1.213, -1.821], [0.193, 2.727, -1.835], [-1.390, -3.384, -1.528], [-1.084, -0.516, 1.585], [1.985, -1.222, 2.420], [-0.152, -1.217, -2.345], [0.665, 0.635, 1.940], [-2.003, 0.648, -1.331], [0.585, -0.568, 0.533], [1.690, 0.810, -1.728], [0.739, -2.508, 2.231], [-0.644, 3.031, -1.853], [1.309, 3.424, -2.286], [-1.537, -1.617, 0.814], [3.318, -2.574, 4.014], [-1.585, -0.700, 2.492], [-3.708, -0.434, -0.805], [2.917, 1.678, -2.078], [-0.759, 0.475, -1.543], [-2.281, 1.934, -1.472], [0.833, -2.983, 4.950], [1.128, 4.543, -2.097], [1.124, -1.624, 5.987], [-0.230, -0.921, 4.221], [1.799, -0.583, -1.872], [3.424, -2.845, 5.708], [0.782, -1.011, 3.831], [1.418, -2.004, 4.813], [-0.500, -0.902, -1.498], [-2.992, -3.196, -1.228], [-1.685, -1.415, -0.903]],
  "homo_ev": -8.26,
  "energy_ha": -863.664544,
  "e_above_lowest_ev": 15.342
}

{
  "formula": "C16H25NO3",
  "method": "the ωB97M-V functional and the def2-TZVPD basis",
  "species": ["H", "C", "O", "H", "H", "C", "C", "N", "O", "C", "H", "H", "C", "H", "H", "H", "C", "H", "C", "H", "H", "H", "C", "H", "C", "H", "C", "H", "H", "C", "H", "H", "C", "C", "O", "H", "H", "C", "C", "H", "H", "H", "H", "H", "C"],
  "xyz": [[3.558, 1.136, -0.609], [-3.840, -0.797, -0.107], [-2.109, 0.922, -0.140], [-6.412, 2.006, 0.387], [2.969, -1.941, -1.261], [-3.415, 0.520, -0.041], [4.254, 0.372, -0.988], [4.275, -0.812, -0.147], [6.119, 1.286, 0.270], [0.224, 0.692, -0.418], [4.722, -1.348, 1.815], [1.901, -0.442, 1.171], [-5.190, -1.118, 0.003], [-3.131, -1.599, -0.247], [-1.275, -0.625, -1.241], [3.271, -2.522, 0.390], [6.102, 0.152, 1.103], [-5.389, -2.960, -1.065], [1.764, -0.998, 0.232], [4.029, 0.292, 1.661], [-5.089, -3.154, 0.659], [-7.160, -0.330, 0.269], [-3.872, 2.970, 0.207], [0.424, 1.203, 0.536], [-5.618, -2.553, -0.080], [6.792, -0.610, 0.710], [3.091, -1.632, -0.220], [3.942, 0.085, -1.993], [6.349, 0.225, -1.480], [-4.349, 1.553, 0.139], [-3.165, 3.089, 1.026], [-3.350, 3.234, -0.712], [4.698, -0.451, 1.193], [5.667, 0.958, -1.024], [1.301, -0.131, -0.783], [0.142, 1.443, -1.207], [5.689, 1.885, -1.599], [-6.109, -0.099, 0.181], [-5.685, 1.219, 0.247], [-4.706, 3.652, 0.353], [-6.686, -2.650, 0.093], [-1.102, -0.751, 0.534], [6.446, 0.486, 2.083], [1.036, -1.801, 0.416], [-1.113, -0.055, -0.316]],
  "smiles": "Cc1ccc(C)c(OCCOCCN2CCOCC2)c1",
  "homo_ev": -8.33,
  "energy_ha": -905.105838,
  "e_above_lowest_ev": 2.631
}

{
  "formula": "C16H25O9S",
  "method": "the ωB97M-V functional and the def2-TZVPD basis",
  "species": ["C", "C", "H", "H", "H", "C", "C", "H", "H", "H", "O", "O", "O", "H", "H", "O", "O", "C", "H", "C", "C", "C", "H", "H", "H", "H", "O", "O", "C", "H", "H", "O", "H", "H", "H", "C", "C", "H", "C", "C", "C", "H", "H", "C", "O", "H", "C", "S", "H", "H", "H"],
  "xyz": [[-3.670, 2.997, -0.286], [1.986, 2.921, 0.226], [0.222, 4.223, 0.417], [-0.530, -5.718, -0.911], [1.647, 5.004, -0.312], [-2.064, 1.944, 1.405], [-3.459, 5.079, 0.554], [-1.811, 1.908, 2.463], [0.813, -2.224, -3.924], [-1.171, 2.271, 0.866], [-1.734, -4.107, -0.438], [-0.339, -4.039, 1.283], [-2.778, 4.253, 1.394], [1.213, -2.463, -1.185], [-2.845, 2.863, -0.995], [1.776, 4.651, 1.714], [3.705, 4.284, 2.828], [1.309, 4.266, 0.419], [-1.298, 0.431, -1.338], [0.288, -6.380, 1.561], [-0.525, 0.112, -2.004], [-1.031, -3.311, 0.393], [1.408, 2.128, 0.716], [1.173, -6.184, 0.954], [-4.042, 2.688, 1.815], [3.872, -1.045, -1.722], [-4.128, 4.343, -0.375], [-3.460, 6.259, 0.613], [0.393, -0.350, -2.615], [2.767, 1.553, -1.234], [3.010, 3.247, -1.637], [3.191, 3.099, 0.977], [-1.636, -5.494, 1.933], [2.444, -3.255, -2.215], [-4.478, 2.311, -0.530], [3.194, -1.573, -1.052], [-1.323, -5.467, -0.202], [-2.164, -6.138, -0.344], [2.305, 2.542, -1.199], [-0.811, -5.408, 1.223], [-3.200, 2.902, 1.152], [2.782, -0.857, -0.347], [1.398, 2.526, -1.805], [2.092, -2.308, -1.807], [-1.028, -2.116, 0.342], [0.575, -6.292, 2.607], [2.967, 4.042, 1.937], [1.581, -1.341, -3.256], [-2.331, 0.934, 1.086], [-0.046, -7.401, 1.381], [3.790, -2.313, -0.525]],
  "total_charge": 1,
  "homo_ev": -12.88,
  "energy_ha": -1699.690583
}

{
  "formula": "C16H26As2ClCuN2O4",
  "method": "the ωB97M-V functional and the def2-TZVPD basis",
  "species": ["H", "H", "As", "H", "C", "H", "H", "Cl", "O", "C", "C", "As", "C", "H", "O", "N", "H", "C", "H", "C", "Cu", "C", "H", "C", "H", "C", "H", "H", "H", "H", "H", "H", "C", "H", "H", "H", "H", "H", "N", "C", "C", "H", "O", "C", "O", "C", "H", "H", "H", "C", "C", "H"],
  "xyz": [[7.901, -15.609, 9.014], [3.528, -17.516, 8.359], [3.124, -14.647, 11.050], [0.927, -14.964, 12.227], [5.260, -16.561, 10.957], [0.774, -13.953, 10.828], [6.828, -18.487, 13.319], [3.865, -14.282, 6.198], [3.259, -13.286, 5.407], [0.482, -8.416, 6.535], [2.361, -11.440, 8.452], [5.397, -16.001, 9.103], [2.476, -9.966, 6.595], [5.114, -18.384, 8.296], [2.911, -15.148, 6.842], [2.688, -12.497, 8.810], [7.116, -15.912, 7.415], [4.165, -16.188, 11.740], [4.779, -18.004, 14.556], [1.200, -14.825, 11.202], [3.876, -14.076, 9.038], [4.907, -17.642, 13.544], [3.005, -16.545, 13.474], [6.200, -17.380, 11.583], [1.730, -9.115, 4.840], [7.190, -16.219, 8.451], [2.558, -13.616, 13.203], [-0.317, -8.019, 5.876], [1.165, -7.573, 6.747], [7.547, -17.271, 8.512], [4.623, -17.124, 7.044], [3.211, -9.156, 6.727], [3.337, -13.420, 12.458], [-0.738, -9.825, 7.679], [1.771, -8.464, 8.817], [0.838, -15.686, 10.634], [0.651, -10.321, 5.443], [1.018, -9.742, 9.683], [2.027, -10.303, 7.968], [1.176, -9.379, 8.695], [6.045, -17.882, 12.857], [3.234, -12.379, 12.142], [4.625, -13.606, 7.259], [3.934, -16.793, 12.967], [4.775, -15.077, 5.457], [4.560, -17.414, 8.120], [7.101, -17.618, 11.026], [4.323, -13.585, 12.903], [-0.611, -8.203, 8.397], [1.259, -9.511, 5.756], [-0.071, -8.978, 7.856], [2.977, -10.833, 6.159]],
  "total_charge": 1,
  "spin_multiplicity": 2,
  "homo_ev": [-11.41, -12.38],
  "energy_ha": -7607.443585,
  "s2": 0.7557
}

{
  "formula": "C16H26AuS2Sb2",
  "method": "the ωB97M-V functional and the def2-TZVPD basis",
  "species": ["H", "C", "H", "C", "H", "Sb", "H", "C", "H", "H", "S", "H", "H", "H", "H", "C", "H", "C", "Au", "C", "C", "H", "C", "C", "H", "C", "H", "Sb", "C", "H", "H", "C", "H", "H", "C", "H", "H", "H", "H", "C", "S", "H", "H", "H", "H", "C", "C"],
  "xyz": [[2.892, 2.864, -0.846], [0.594, -3.480, -2.935], [-0.420, -0.293, -2.505], [2.963, -3.748, -2.865], [2.305, -1.907, 0.663], [1.549, 0.559, -0.212], [-2.027, 3.110, 6.044], [-2.768, -0.326, -0.365], [3.256, 2.424, 0.823], [3.841, -4.377, -2.924], [-1.669, 2.875, 1.136], [-1.831, 4.679, 5.261], [-1.359, -1.723, -2.986], [-2.160, 5.537, 2.043], [3.750, -0.908, 0.452], [-0.532, -1.365, -2.371], [-3.454, -0.556, 0.443], [-2.126, 3.517, 2.708], [-0.016, 1.286, 2.101], [-2.390, -3.409, -0.768], [2.727, -0.919, 0.822], [1.631, 0.495, -2.938], [1.978, -1.563, -2.494], [-2.310, 3.700, 5.178], [-3.138, -3.521, 0.009], [3.146, 2.039, -0.184], [-2.423, 0.694, -0.231], [-1.107, -1.695, -0.260], [2.187, -0.130, -2.239], [-3.393, 3.831, 5.197], [-2.894, -3.260, -1.718], [3.087, -2.398, -2.605], [-3.284, -0.427, -1.317], [3.246, 0.114, -2.313], [1.704, -4.293, -3.043], [-0.398, -3.890, -3.062], [-3.697, 4.710, 1.885], [2.731, -0.703, 1.885], [4.073, -1.967, -2.490], [0.700, -2.128, -2.630], [-0.978, 1.514, 4.294], [4.089, 1.604, -0.506], [-3.161, 5.269, 3.479], [1.582, -5.345, -3.261], [-1.800, -4.319, -0.813], [-2.835, 4.837, 2.538], [-1.866, 2.992, 3.918]],
  "total_charge": -1,
  "homo_ev": -2.99,
  "energy_ha": -2037.829310,
  "e_above_lowest_ev": 0.742
}

{
  "formula": "C16H26BrGaN2O23PS5",
  "method": "the ωB97M-V functional and the def2-TZVPD basis",
  "species": ["O", "O", "O", "H", "S", "H", "C", "H", "C", "H", "O", "O", "H", "O", "S", "O", "H", "O", "O", "O", "C", "H", "O", "S", "O", "O", "O", "C", "S", "C", "O", "H", "O", "N", "H", "H", "H", "H", "C", "H", "C", "C", "Ga", "C", "H", "H", "P", "H", "O", "H", "O", "O", "H", "O", "C", "H", "H", "H", "O", "O", "C", "C", "H", "S", "O", "C", "H", "C", "H", "C", "H", "N", "C", "Br", "H"],
  "xyz": [[5.696, -0.232, 4.717], [-0.578, -4.037, -0.534], [5.808, 5.795, 2.149], [-5.413, -5.761, 3.845], [-1.561, 3.071, 2.107], [5.408, 1.749, 1.029], [-6.075, -2.407, 0.099], [-1.493, -2.667, 1.834], [0.143, 0.786, 0.013], [-4.239, -2.572, 1.658], [-2.520, -1.096, -8.758], [6.124, 3.366, 2.577], [7.893, 6.572, 0.513], [-1.996, -4.349, 1.962], [-2.943, -1.461, -7.232], [-1.058, 2.607, 3.365], [-1.431, 5.142, 0.055], [-1.269, 0.767, -0.118], [-3.053, -5.832, 0.225], [-3.775, -2.626, -7.262], [-2.025, 5.525, 2.108], [0.446, -1.721, -7.484], [-3.324, -0.250, -6.570], [6.214, 4.348, 1.530], [-4.356, -5.071, 2.197], [7.590, 0.574, 3.265], [5.558, 4.197, 0.266], [-4.650, -2.206, 0.663], [6.202, 0.282, 3.476], [8.032, 6.057, 1.469], [5.332, 1.589, 3.075], [-3.649, -0.346, -2.334], [7.785, 4.667, 1.265], [1.348, 0.624, 0.019], [-5.322, -6.862, 2.445], [-6.863, -2.969, 0.713], [-7.513, -2.085, -1.632], [-0.201, 6.010, 1.009], [-4.768, -6.137, 3.049], [7.288, 6.212, 3.503], [-3.766, -1.432, -0.342], [4.532, -0.124, 1.680], [-1.772, -1.055, 0.095], [-0.568, -1.965, -7.804], [-3.617, -7.766, 3.940], [-2.774, 6.242, 1.769], [-0.446, -2.458, -1.283], [-0.747, -1.193, -9.839], [-1.526, -1.675, 1.895], [6.824, 7.582, 2.461], [5.697, -0.692, 2.281], [-0.414, 3.981, 1.401], [9.053, 6.215, 1.819], [-2.566, -6.704, 2.496], [-0.974, 5.243, 1.044], [-3.067, -6.133, 4.398], [4.433, -0.451, 0.645], [-0.833, 0.051, -8.565], [-1.470, -1.888, -6.702], [-2.110, 2.194, 1.116], [-6.436, -1.857, -1.274], [6.997, 6.506, 2.490], [-0.591, -2.987, -8.192], [-2.891, -5.402, 1.579], [-2.632, 4.265, 2.384], [-3.481, -6.743, 3.589], [3.780, 1.921, 1.730], [4.724, 1.380, 1.796], [3.660, -0.455, 2.251], [-1.100, -0.976, -8.831], [0.306, -4.131, -0.096], [-5.678, -1.100, -2.216], [-4.373, -0.946, -1.658], [-1.401, -2.592, -3.366], [-1.564, 5.891, 3.031]],
  "total_charge": -1,
  "homo_ev": -4.20,
  "energy_ha": -9296.214594
}

{
  "formula": "C16H26N3O14PY",
  "method": "the ωB97M-V functional and the def2-TZVPD basis",
  "species": ["O", "C", "H", "H", "H", "O", "N", "C", "H", "O", "H", "O", "H", "C", "O", "H", "H", "O", "C", "O", "H", "H", "C", "C", "Y", "O", "H", "O", "H", "H", "H", "H", "O", "N", "H", "C", "C", "H", "C", "H", "P", "O", "O", "H", "H", "C", "H", "H", "C", "O", "H", "H", "H", "C", "C", "C", "C", "C", "N", "O", "H"],
  "xyz": [[0.990, -0.809, -1.103], [1.437, -1.313, -2.176], [-1.018, 2.275, -2.227], [-2.007, 1.037, -2.917], [-1.152, -2.635, -3.426], [-0.595, -2.423, 0.744], [-0.732, -4.639, 0.138], [3.352, -1.061, 1.164], [-1.379, -5.329, -1.709], [-1.145, 0.794, -0.072], [-1.162, -1.379, -2.069], [-1.399, -0.202, 2.568], [2.112, 7.341, 0.410], [0.818, 4.608, 0.878], [2.526, -1.944, 1.350], [-0.555, -6.752, -0.130], [-2.023, -6.201, 0.704], [1.952, 2.590, 3.697], [-0.957, -6.019, 0.570], [1.326, 6.802, 0.293], [0.108, -4.050, 1.807], [-2.460, 2.742, -2.978], [-0.761, -1.697, -3.031], [2.437, 4.862, 3.163], [0.480, -0.483, 1.382], [0.523, 0.428, 3.339], [-4.503, 2.224, 0.091], [4.695, -1.205, 1.273], [0.743, -1.900, -5.375], [0.900, -3.376, -4.417], [-4.345, 3.072, -1.430], [-4.960, 1.362, -1.394], [0.214, -1.733, 3.229], [0.632, -1.820, -3.140], [2.213, -2.095, -4.445], [-2.195, 1.366, -0.067], [-1.232, -4.388, -1.179], [2.481, -1.436, -2.505], [1.360, 5.773, 1.177], [-2.764, 1.642, 0.834], [-0.544, -0.526, 3.833], [2.713, 7.222, 2.612], [0.699, 2.324, 1.240], [-0.495, -6.244, 1.531], [1.275, 1.934, 3.515], [-2.055, 1.959, -2.337], [-1.204, -1.006, -3.747], [2.938, 4.799, 4.117], [-4.270, 2.089, -0.966], [2.863, 0.070, 1.169], [4.596, -2.067, 1.684], [-2.188, -3.866, -1.134], [0.358, 4.442, -0.085], [1.145, -2.314, -4.451], [2.221, 6.109, 2.329], [-0.443, -3.605, 0.964], [1.104, 3.438, 1.579], [1.868, 3.675, 2.832], [-2.861, 1.745, -1.105], [-1.050, -0.423, 5.253], [-0.621, -3.786, -1.851]],
  "total_charge": -2,
  "spin_multiplicity": 2,
  "homo_ev": [0.35, -0.53],
  "energy_ha": -2222.844410,
  "s2": 0.7716
}

{
  "formula": "C16H26N3O4S2Sc",
  "method": "the ωB97M-V functional and the def2-TZVPD basis",
  "species": ["C", "H", "O", "C", "H", "H", "H", "H", "C", "H", "C", "H", "O", "C", "C", "C", "N", "O", "S", "O", "H", "H", "C", "C", "H", "C", "H", "H", "C", "H", "N", "H", "C", "H", "C", "H", "N", "H", "S", "C", "H", "H", "C", "H", "C", "H", "H", "H", "H", "Sc", "H", "H"],
  "xyz": [[1.576, 2.941, 0.011], [-1.624, -2.722, 0.042], [-1.170, 0.924, -0.943], [4.218, 1.010, -3.077], [-3.658, -3.269, 0.777], [-3.182, 1.573, 2.728], [-2.754, 0.331, 4.677], [-1.744, -2.797, 3.929], [-3.968, -1.140, 0.867], [-3.312, -2.571, 2.343], [-0.674, 1.878, -0.265], [4.443, 1.333, -0.969], [3.131, -0.389, 1.033], [1.768, -0.159, -2.468], [0.300, 2.840, -0.860], [-0.921, -2.433, 3.318], [-1.769, -2.280, 0.947], [-0.907, 1.869, 0.990], [2.146, 0.231, 0.218], [0.811, -0.466, 0.297], [5.169, 1.468, -3.316], [1.578, -0.498, -4.566], [2.202, -0.094, -3.779], [3.434, 0.475, -4.107], [0.516, 2.511, -1.874], [2.581, 0.362, -1.471], [-3.539, 0.831, 0.690], [0.812, -0.600, -2.220], [3.928, 0.504, -5.518], [-4.971, -1.156, 1.299], [-3.222, 0.071, 1.288], [0.107, -3.015, 1.515], [3.810, 0.951, -1.762], [1.445, 3.736, 0.740], [-2.749, -0.257, 3.762], [-4.554, 0.479, 2.894], [1.876, 1.738, 0.818], [-1.232, -4.068, 1.972], [-0.971, -0.598, 3.408], [-3.484, 0.527, 2.676], [3.214, 0.058, -6.207], [-0.167, 3.825, -0.914], [-0.910, -3.026, 1.905], [-0.003, -2.719, 3.827], [-3.216, -2.405, 1.273], [-3.223, -1.209, 3.988], [4.127, 1.528, -5.836], [4.871, -0.039, -5.595], [2.534, 1.912, 1.572], [-1.017, -0.089, 0.800], [-4.067, -1.107, -0.219], [2.412, 3.197, -0.639]],
  "total_charge": 2,
  "homo_ev": -15.03,
  "energy_ha": -2647.251894
}

Question: Number 5 is which compound?
Answer: C16H26AuS2Sb2